No. 1
{"formula": "C17H24O3PV", "method": "ωB97M-V with the def2-TZVPD basis set", "species": ["V", "C", "C", "C", "C", "C", "C", "C", "H", "H", "H", "H", "H", "H", "H", "H", "C", "O", "P", "O", "C", "O", "C", "H", "H", "H", "H", "H", "H", "H", "H", "H", "C", "C", "C", "C", "C", "C", "C", "H", "H", "H", "H", "H", "H", "H"], "positions_angstrom": [[0.473, 0.151, -0.082], [4.266, 0.330, 0.648], [2.872, 0.832, 0.818], [2.072, 0.438, 1.912], [0.810, 0.995, 2.136], [0.316, 1.985, 1.261], [1.113, 2.406, 0.182], [2.358, 1.809, -0.050], [4.941, 1.058, 1.110], [4.547, 0.256, -0.401], [4.424, -0.622, 1.147], [2.473, -0.245, 2.649], [0.244, 0.742, 3.023], [-0.603, 2.508, 1.492], [0.778, 3.230, -0.436], [2.972, 2.175, -0.865], [-5.835, -0.859, 0.350], [-5.061, 0.408, 0.208], [-3.644, 0.844, 0.587], [-3.542, 2.321, 0.196], [-4.527, 3.289, -0.372], [-0.279, 0.344, -1.578], [-0.648, 0.619, -2.940], [-6.763, -0.671, -0.177], [-6.005, -1.023, 1.409], [-5.267, -1.660, -0.111], [-4.700, 4.022, 0.408], [-5.432, 2.757, -0.642], [-4.036, 3.731, -1.231], [-0.685, -0.331, -3.472], [0.102, 1.273, -3.378], [-1.625, 1.096, -2.939], [-0.445, -1.636, 0.495], [0.892, -2.079, 0.154], [1.814, -2.489, 1.163], [3.066, -2.932, 0.825], [3.473, -2.928, -0.519], [2.600, -2.544, -1.529], [1.308, -2.161, -1.208], [-0.743, -1.764, 1.530], [-1.217, -1.886, -0.227], [1.475, -2.530, 2.192], [3.736, -3.307, 1.588], [4.466, -3.276, -0.775], [2.903, -2.616, -2.565], [0.564, -2.061, -1.988]], "multiplicity": 2, "lumo_ev": [-11.1716, -10.5696], "s2": 0.9453, "largest_force_ev_per_a": 1.457, "charge": 3}


No. 2
{"formula": "C23H27N3O6S", "method": "ωB97M-V with the def2-TZVPD basis set", "species": ["C", "C", "C", "O", "C", "C", "C", "C", "N", "C", "O", "C", "C", "N", "C", "C", "C", "C", "C", "S", "N", "O", "O", "C", "C", "C", "O", "C", "C", "C", "O", "C", "C", "H", "H", "H", "H", "H", "H", "H", "H", "H", "H", "H", "H", "H", "H", "H", "H", "H", "H", "H", "H", "H", "H", "H", "H", "H", "H", "H"], "positions_angstrom": [[7.078, 1.101, 0.967], [6.697, 0.720, -0.459], [5.199, 0.465, -0.593], [4.529, 1.696, -0.394], [3.176, 1.716, -0.417], [2.365, 0.611, -0.654], [0.989, 0.745, -0.640], [0.401, 1.975, -0.390], [-1.015, 2.089, -0.340], [-1.681, 2.925, 0.550], [-1.163, 3.573, 1.418], [-3.156, 2.859, 0.214], [-3.298, 1.596, -0.630], [-3.803, 0.460, 0.128], [-3.012, 0.014, 1.252], [-1.874, -0.917, 0.892], [-1.942, -1.754, -0.217], [-0.893, -2.611, -0.506], [0.215, -2.625, 0.316], [1.571, -3.706, -0.079], [2.452, -2.739, -1.150], [2.406, -3.893, 1.069], [1.074, -4.855, -0.779], [0.302, -1.805, 1.422], [-0.747, -0.949, 1.708], [-4.959, -0.130, -0.309], [-5.556, 0.305, -1.269], [-5.458, -1.321, 0.492], [-6.643, -1.977, -0.208], [-1.872, 1.332, -1.120], [-1.549, 0.595, -2.011], [1.206, 3.091, -0.177], [2.576, 2.958, -0.188], [6.524, 1.984, 1.274], [6.847, 0.290, 1.653], [8.141, 1.317, 1.031], [7.231, -0.182, -0.762], [6.971, 1.527, -1.140], [4.872, -0.269, 0.157], [4.969, 0.073, -1.593], [2.775, -0.368, -0.843], [0.380, -0.120, -0.839], [-3.773, 2.862, 1.113], [-3.413, 3.747, -0.366], [-3.981, 1.705, -1.479], [-2.596, 0.891, 1.760], [-3.663, -0.487, 1.974], [-2.799, -1.720, -0.871], [-0.928, -3.274, -1.355], [2.152, -2.885, -2.102], [3.437, -2.933, -1.057], [1.184, -1.852, 2.039], [-0.690, -0.296, 2.567], [-4.655, -2.048, 0.625], [-5.769, -0.965, 1.478], [-7.023, -2.802, 0.388], [-6.343, -2.353, -1.182], [-7.437, -1.251, -0.360], [0.762, 4.055, 0.009], [3.213, 3.812, -0.019]], "lumo_ev": 0.2633, "smiles": "CCCOc1ccc(N2C(=O)C[C@H](N(Cc3ccc(S(N)(=O)=O)cc3)C(=O)CC)C2=O)cc1", "largest_force_ev_per_a": 0.827}


No. 3
{"formula": "C11H11N2O2", "method": "ωB97M-V with the def2-TZVPD basis set", "species": ["N", "O", "C", "O", "C", "C", "C", "C", "C", "C", "H", "H", "H", "H", "H", "H", "N", "C", "C", "C", "C", "H", "H", "H", "H", "H"], "positions_angstrom": [[1.911, -2.892, 1.027], [1.535, -2.197, -0.108], [0.459, -1.301, 0.146], [0.712, -0.063, 0.244], [-1.019, -1.917, 0.282], [-2.266, -1.074, 0.651], [-3.638, -1.795, 0.783], [-3.761, -3.310, 0.525], [-2.505, -4.162, 0.162], [-1.135, -3.447, 0.055], [1.190, -2.805, 1.766], [-2.185, 0.047, 0.813], [-4.581, -1.209, 1.079], [-4.759, -3.847, 0.595], [-2.593, -5.276, -0.037], [-0.219, -4.063, -0.216], [1.651, 3.031, -0.478], [1.887, 3.439, -1.761], [2.688, 4.556, -1.711], [2.948, 4.826, -0.346], [2.297, 3.866, 0.392], [1.087, 2.235, -0.212], [1.466, 2.904, -2.598], [3.047, 5.114, -2.564], [3.546, 5.632, 0.054], [2.237, 3.708, 1.458]], "lumo_ev": 2.9815, "largest_force_ev_per_a": 5.762, "charge": -1}


No. 4
{"formula": "C8H11Cl3Si", "method": "ωB97M-V with the def2-TZVPD basis set", "species": ["C", "C", "C", "C", "C", "C", "Si", "Cl", "Cl", "C", "C", "Cl", "H", "H", "H", "H", "H", "H", "H", "H", "H", "H", "H"], "positions_angstrom": [[0.329, 0.450, -2.365], [0.640, -0.229, -1.012], [-0.286, -1.359, -0.907], [-1.131, -1.735, 0.021], [-1.434, -1.021, 1.307], [-0.633, -0.496, 2.185], [1.149, -0.235, 1.786], [2.266, -1.800, 1.253], [1.984, 0.817, 3.335], [0.746, 0.748, 0.179], [-0.439, 1.734, 0.286], [2.295, 1.717, -0.218], [1.189, 1.247, -2.584], [-0.680, 0.983, -2.277], [0.282, -0.546, -2.965], [1.556, -0.715, -1.160], [-0.161, -2.129, -1.673], [-1.916, -2.452, -0.296], [-2.501, -0.965, 1.331], [-1.107, 0.020, 2.975], [-0.517, 2.485, -0.563], [-0.218, 2.369, 1.186], [-1.413, 1.112, 0.178]], "lumo_ev": 0.4768, "smiles": "C[C@@H]1C=CC=C[Si](Cl)(Cl)[C@@]1(C)Cl", "largest_force_ev_per_a": 3.528}


No. 5
{"formula": "C6H6IN2O", "method": "ωB97M-V with the def2-TZVPD basis set", "species": ["C", "C", "C", "C", "C", "C", "N", "N", "O", "I", "H", "H", "H", "H", "H", "H"], "positions_angstrom": [[-1.161, -1.086, -0.214], [0.107, -1.157, 0.198], [-1.808, 0.218, -0.455], [0.173, 1.279, -0.289], [1.026, 0.022, -0.110], [2.255, 0.233, 0.596], [-1.129, 1.282, -0.547], [0.817, 2.414, -0.119], [2.010, 2.427, 0.421], [4.165, -0.179, -0.121], [-1.739, -1.877, -0.440], [0.684, -2.116, 0.246], [-2.821, 0.208, -0.627], [1.242, -0.417, -1.147], [2.164, 0.298, 1.653], [0.262, 3.199, -0.310]], "lumo_ev": [-5.7706, -5.7705], "largest_force_ev_per_a": 3.875, "charge": 1}


No. 6
{"formula": "C5H12N4O", "method": "ωB97M-V with the def2-TZVPD basis set", "species": ["C", "C", "N", "N", "C", "C", "C", "H", "H", "H", "H", "H", "H", "H", "H", "H", "H", "H", "H", "N", "N", "O"], "positions_angstrom": [[-1.162, 1.478, -0.945], [-1.124, 0.528, 0.167], [-2.465, 0.220, 0.707], [-0.181, -0.122, 0.676], [1.188, 0.132, 0.611], [1.953, -1.067, 0.063], [1.393, 0.704, 1.998], [-0.235, 1.317, -1.582], [-1.186, 2.561, -0.798], [-2.083, 1.206, -1.465], [-3.147, 0.688, 0.213], [-2.651, -0.715, 0.869], [1.624, 0.920, -0.085], [2.947, -1.014, 0.310], [1.712, -1.942, 0.529], [1.721, -1.108, -0.967], [0.511, 1.348, 2.168], [2.379, 1.151, 2.190], [1.323, -0.114, 2.745], [-1.402, -2.658, -1.721], [-0.853, -2.083, -2.466], [-0.262, -1.433, -3.217]], "lumo_ev": 0.8556, "smiles": "C/C(N)=N\\C(C)C.N#[N+][O-]", "largest_force_ev_per_a": 4.109}